Record 1
Here is C35H63AsBr2N3O2SSi4Zr as an isolated structure in a non-equilibrium geometry from OMol25. Energies are from ωB97M-V/def2-TZVPD.

Last column: Löwdin charge in e.
Element x y z (Å)
Zr -0.15342 -0.20370 0.56582  1.31
C 4.91991 1.50417 1.65122  -0.04
C 4.40704 0.07011 1.67683  -0.62
C 5.40403 -0.86155 0.99356  -0.03
C 4.16586 -0.39154 3.11800  -0.04
N 3.18655 -0.01174 0.84597  -0.04
N 2.01089 0.56784 1.42135  -0.08
H 5.82434 1.58982 2.24930  0.09
H 4.19203 2.20134 2.06879  0.07
H 5.14554 1.81341 0.63146  0.08
H 6.38185 -0.78890 1.46550  0.09
H 5.51120 -0.60070 -0.05742  0.08
H 5.07956 -1.90149 1.06256  0.08
H 5.11698 -0.52810 3.63018  0.09
H 3.63717 -1.34716 3.14270  0.08
H 3.59827 0.33317 3.70500  0.08
H 2.97690 -0.99038 0.66300  0.07
H 2.07113 1.57746 1.28869  0.04
H 1.97970 0.41737 2.43825  0.04
Br -7.02465 -0.35665 -3.93326  0.73
C -6.15825 -0.70447 -2.27935  -0.69
C -6.92694 -0.91734 -1.14793  -0.15
C -6.23817 -1.14325 0.04211  -0.09
C -4.86372 -1.16601 0.09881  -0.05
C -4.07432 -0.96036 -1.06319  -0.19
C -4.78015 -0.71380 -2.26820  -0.13
C -2.68041 -1.01984 -1.01625  -0.41
O -1.91436 -0.68963 -2.19975  -0.34
O -1.90850 -0.88279 0.09935  -0.36
H -8.00376 -0.90058 -1.18889  0.09
H -6.80249 -1.30615 0.95241  0.10
H -4.37222 -1.35690 1.03769  0.07
H -4.25636 -0.50568 -3.19071  0.07
C -0.78833 1.79022 1.50374  -0.29
C -0.93760 1.84823 2.98622  -0.36
C -2.16990 1.59736 3.59211  -0.08
C -2.29614 1.56812 4.97132  -0.09
C -1.19423 1.79460 5.78384  -0.10
C 0.02873 2.08535 5.19676  -0.09
C 0.15106 2.11882 3.81668  -0.09
H -0.04896 2.54030 1.19353  0.01
H -1.73915 2.06115 1.02657  0.05
H -3.04115 1.43671 2.96597  0.11
H -3.26689 1.38558 5.41674  0.11
H -1.29414 1.77896 6.85923  0.10
H 0.88745 2.30472 5.81752  0.10
H 1.10636 2.39180 3.37795  0.10
Br 1.83631 -6.58861 -1.56801  0.84
C 1.53289 -4.86071 -0.91204  -0.67
C 1.85752 -4.54314 0.40680  -0.08
C 1.58316 -3.27033 0.86471  -0.17
N 1.03915 -2.31488 0.08441  -0.06
C 0.78461 -2.62778 -1.18944  -0.17
C 0.98827 -3.88108 -1.73391  -0.08
H 2.30194 -5.27246 1.06657  0.11
H 1.77776 -2.99681 1.89501  0.06
H 0.41178 -1.82183 -1.81328  0.06
H 0.75293 -4.07357 -2.76837  0.12
C -2.04399 -3.74975 1.46446  -0.21
As -1.71336 -2.73283 3.06499  0.78
C -3.33033 -1.83725 3.56940  -0.23
C -1.37704 -4.02457 4.44560  -0.25
S -0.05229 -1.38960 3.04751  0.24
H -2.89056 -4.40316 1.67772  0.05
H -1.16498 -4.35574 1.24028  0.03
H -2.28655 -3.09037 0.63333  0.01
H -4.16251 -2.53135 3.45347  0.05
H -3.47208 -0.95952 2.94515  0.01
H -3.22994 -1.52698 4.60999  0.05
H -2.27479 -4.61928 4.61045  0.05
H -1.10617 -3.49405 5.35665  0.04
H -0.55453 -4.66990 4.14166  0.04
C 3.92496 1.26590 -2.65328  -0.21
Si 2.27601 0.64029 -3.30882  0.34
C 2.47697 -1.21981 -3.56001  -0.22
C 1.94636 1.36087 -5.01377  -0.20
Si 0.65462 1.24283 -1.67890  0.39
Si -1.48026 1.06530 -2.65645  0.47
C -2.87380 1.95916 -1.80950  -0.15
C -1.83656 -1.74470 -3.19381  -0.02
C -1.78362 1.04518 -4.49906  -0.18
Si 1.00110 3.58359 -1.39169  0.35
C 1.53744 4.41065 -2.99284  -0.21
C 2.38527 3.75377 -0.11753  -0.22
C -0.48458 4.56280 -0.79023  -0.21
H 4.73800 0.96036 -3.31243  0.04
H 4.11138 0.85490 -1.65925  0.00
H 3.95296 2.34937 -2.57599  0.01
H 3.25036 -1.37152 -4.31522  0.04
H 1.57619 -1.70899 -3.92775  0.01
H 2.80489 -1.72415 -2.65228  0.02
H 2.76936 1.07186 -5.67175  0.04
H 1.89204 2.44757 -5.01382  0.01
H 1.03085 0.97751 -5.45554  0.01
H -2.93969 1.70575 -0.75042  0.03
H -3.82941 1.71234 -2.27562  0.05
H -2.72308 3.03500 -1.87761  0.03
H -1.70203 -2.67835 -2.65548  0.10
H -0.99354 -1.53455 -3.85075  0.09
H -2.76404 -1.77699 -3.76277  0.10
H -1.52507 2.02619 -4.89865  0.05
H -2.84634 0.87773 -4.69332  0.05
H -1.19754 0.31921 -5.05593  0.02
H 2.54844 4.15388 -3.29391  0.02
H 1.49985 5.49125 -2.84508  0.04
H 0.86946 4.17364 -3.81783  0.02
H 3.20170 3.05596 -0.30231  0.00
H 2.00755 3.59819 0.89523  0.01
H 2.80010 4.76220 -0.13914  0.04
H -1.22492 4.68698 -1.57940  0.02
H -0.12555 5.56310 -0.53701  0.04
H -0.98138 4.15337 0.08503  0.01

For the highest occupied orbital energy, the calculation gives -7.92 eV. Its total energy is -290429.55179 eV. As for the total charge: +1. The calculation puts the frontier orbital gap at 4.8 eV. For the LUMO energy, the calculation gives -3.1 eV. The calculation puts the molecular weight at 1028.3 Da.

=====

Record 2
Here is a 2-piece molecular cluster, C5H8 overall in a non-equilibrium geometry from OMol25. Energies are from ωB97M-V/def2-TZVPD.

Last column: Löwdin charge in e.
Element x y z (Å)
C 1.37231 1.93693 0.13454  -0.19
C 2.27545 0.70065 -0.12049  -0.03
C 1.28593 0.57811 0.71720  -0.11
C -1.86545 -0.95454 0.16129  -0.09
C -1.80611 -1.98058 -0.71893  -0.06
H 0.57432 2.10975 -0.58358  0.06
H 2.92829 0.39761 -0.92104  0.08
H 0.60626 0.21179 1.53743  0.11
H -1.94860 -1.17559 1.36545  0.11
H -1.85266 0.05268 -0.13731  0.01
H 1.81828 2.80376 0.62846  0.07
H -1.67888 -1.69996 -1.67430  0.00
H -1.70915 -2.98060 -0.38873  0.04

For the highest occupied orbital energy, the calculation gives -9.48 eV. Its total energy is -5309.93244 eV. As for the SMILES: C1=CC1.C=C. The calculation puts the frontier orbital gap at 10.7 eV. For the LUMO energy, the calculation gives 1.2 eV. The calculation puts the molecular weight at 68.1 Da.